Record 1
{
  "formula": "C9H17N3O",
  "method": "ωB97M-V/def2-TZVPD",
  "e_homo_ev": [-15.11, -16.77],
  "charge": 2,
  "relative_energy_kj_mol": 391.7,
  "energy_ev": -16104.24239,
  "multiplicity": 1,
  "elements": ["C", "C", "C", "C", "C", "C", "C", "C", "C", "N", "N", "N", "O", "H", "H", "H", "H", "H", "H", "H", "H", "H", "H", "H", "H", "H", "H", "H", "H", "H"],
  "positions_angstrom": [[0.163, -1.474, 3.494], [0.733, -1.759, -1.382], [-0.667, 2.382, -1.017], [-0.709, -1.337, -1.422], [-1.613, 1.103, -0.984], [1.530, -0.547, -1.721], [0.698, 1.934, -1.462], [-0.715, -0.017, 2.008], [-0.660, 0.056, -0.982], [-0.909, -1.285, 2.845], [1.065, -0.566, 3.229], [0.686, 0.516, -0.973], [0.567, 0.517, 2.502], [0.568, -2.375, 3.908], [0.871, -2.036, -0.351], [0.827, -2.587, -2.015], [-1.020, 3.163, -1.672], [-0.646, 2.796, -0.008], [-1.036, -1.517, -2.491], [-1.375, -2.006, -0.784], [-2.264, 1.256, -0.110], [-2.308, 1.103, -1.859], [2.577, -0.481, -1.382], [1.514, -0.378, -2.794], [0.803, 2.077, -2.569], [1.539, 2.573, -1.084], [-1.494, 0.626, 2.190], [-1.797, -1.717, 3.055], [1.918, -0.346, 3.858], [1.151, 0.324, -0.026]],
  "lowdin_charge": [-0.085, -0.167, -0.122, -0.118, -0.097, -0.039, -0.078, 0.083, -0.225, 0.164, 0.090, -0.039, 0.002, 0.188, 0.114, 0.121, 0.125, 0.117, 0.166, 0.160, 0.123, 0.157, 0.153, 0.147, 0.161, 0.159, 0.098, 0.189, 0.252, 0.199]
}

Record 2
{
  "formula": "C9H17N3O4",
  "method": "ωB97M-V/def2-TZVPD",
  "e_homo_ev": -8.97,
  "charge": 0,
  "relative_energy_kj_mol": 814.5,
  "energy_ev": -22262.05187,
  "multiplicity": 1,
  "elements": ["C", "C", "C", "C", "C", "C", "C", "C", "C", "H", "H", "H", "H", "H", "H", "H", "H", "H", "H", "H", "H", "H", "H", "H", "H", "H", "N", "N", "N", "O", "O", "O", "O"],
  "positions_angstrom": [[2.119, 1.026, -0.371], [0.594, 1.358, -0.035], [2.978, 0.068, 0.652], [2.750, -1.360, 0.301], [-1.485, 0.284, 0.191], [-1.389, -0.066, 1.739], [-2.381, -0.819, -0.408], [-2.268, -0.709, -1.861], [-3.864, -0.431, -0.156], [1.468, 3.239, 0.039], [2.721, 2.645, -1.931], [2.075, 0.485, -1.243], [3.872, 0.515, 0.349], [2.797, 0.338, 1.679], [3.280, -3.168, 0.898], [4.423, -1.955, 1.247], [0.551, -0.668, -0.161], [-1.996, 1.318, 0.018], [-2.033, -1.733, 0.166], [-2.981, -1.262, -2.636], [-2.105, 0.405, -2.263], [-1.148, -1.223, -2.094], [-4.285, -0.626, 0.918], [-4.374, -1.179, -0.682], [-4.047, 0.569, -0.485], [-0.741, 1.773, 1.619], [2.457, 2.469, -0.367], [3.829, -2.210, 0.413], [-0.135, 0.336, -0.345], [0.156, 2.463, 0.409], [1.718, -1.812, -0.322], [-1.669, -1.135, 2.328], [-0.889, 1.062, 2.394]],
  "lowdin_charge": [-0.331, -0.445, -0.030, -0.478, -0.236, -0.375, -0.433, -0.135, -0.068, 0.196, 0.228, 0.089, 0.095, 0.129, 0.221, 0.113, 0.210, 0.187, 0.157, 0.115, 0.123, 0.127, 0.121, 0.045, 0.072, 0.104, -0.074, 0.111, 0.107, -0.043, -0.003, 0.066, 0.037]
}

Record 3
{
  "formula": "C9H17N3O5",
  "method": "ωB97M-V/def2-TZVPD",
  "e_homo_ev": -9.50,
  "charge": 0,
  "relative_energy_kj_mol": 103.4,
  "energy_ev": -24317.34762,
  "multiplicity": 1,
  "smiles": "C[C@@H](O)[C@H](NC(=O)[C@@H](N)CCC(N)=O)C(=O)O",
  "elements": ["C", "C", "C", "C", "C", "C", "C", "C", "C", "H", "H", "H", "H", "H", "H", "H", "H", "H", "H", "H", "H", "H", "H", "H", "H", "H", "N", "N", "N", "O", "O", "O", "O", "O"],
  "positions_angstrom": [[1.869, 0.038, -0.811], [1.272, -0.660, 0.438], [1.307, -0.671, -2.088], [0.724, 0.342, -3.076], [-0.519, 1.105, -2.692], [-0.887, -1.122, 1.567], [-2.384, -0.935, 1.329], [-0.469, -0.531, 2.882], [-0.966, 0.916, 3.161], [3.728, 0.662, -0.121], [3.673, -0.919, -0.629], [1.474, 1.080, -0.797], [0.586, -1.428, -1.780], [2.085, -1.233, -2.638], [0.387, -0.204, -3.986], [1.544, 1.027, -3.419], [-0.693, 2.129, -4.504], [-1.974, 2.332, -3.339], [-0.634, -0.653, -0.486], [-0.679, -2.203, 1.649], [0.664, -0.497, 3.037], [-0.864, -1.111, 4.741], [-0.598, 1.261, 4.142], [-0.538, 1.589, 2.417], [-2.078, 0.902, 3.138], [-2.036, 0.642, 0.162], [3.337, 0.056, -0.872], [-1.031, 2.046, -3.541], [-0.122, -0.614, 0.443], [1.951, -1.298, 1.254], [-1.175, 0.942, -1.655], [-3.245, -1.566, 1.829], [-0.974, -1.445, 3.855], [-2.737, 0.021, 0.390]],
  "lowdin_charge": [-0.309, -0.394, -0.140, -0.117, -0.488, -0.197, -0.464, -0.380, -0.021, 0.088, 0.102, 0.151, 0.111, 0.125, 0.132, 0.144, 0.116, 0.112, 0.136, 0.175, 0.153, 0.088, 0.083, 0.077, 0.096, 0.062, 0.029, 0.155, 0.084, 0.058, 0.014, 0.161, -0.020, 0.081]
}